(1)
Computed, not measured: C2H3O2Tl as an isolated structure, with ωB97M-V with the def2-TZVPD basis set.

Computed properties:
Multiplicity ... 2
Total charge ... +1
Energy relative to the best compared isomer or geometry (same formula, charge and spin) ... 0.0 kcal/mol
Kohn-Sham gap (alpha / beta) ... 8.243 / 10.560 eV

Last column: Mulliken spin population.
CARTESIAN COORDINATES (ANGSTROEM)
H: -2.487 1.275 -1.040  0.020
C: -0.561 0.785 0.655  0.049
O: 0.510 0.322 0.327  0.038
O: -1.646 0.047 0.493  0.031
C: -2.697 0.674 -0.156  0.824
H: -3.590 0.056 -0.133  0.030
H: -1.006 1.861 0.338  0.007
Tl: 1.016 -1.905 -0.565  0.001



(2)
Computed, not measured: C47H38Cl2NO5OsP2S as an isolated structure, with ωB97M-V with the def2-TZVPD basis set.

Computed properties:
Multiplicity ... 6
Energy relative to the best compared isomer or geometry (same formula, charge and spin) ... 38.8 kcal/mol
Kohn-Sham gap (alpha / beta) ... 6.485 / 5.181 eV

Last column: Mulliken spin population.
CARTESIAN COORDINATES (ANGSTROEM)
Os: 0.511 -0.669 -0.256  2.606
C: 2.512 -2.296 -2.675  0.015
P: 0.899 -1.435 -2.818  0.259
C: 0.931 -0.624 -4.449  0.036
C: 1.128 0.754 -4.491  0.024
C: 1.182 1.414 -5.712  0.004
C: 1.033 0.700 -6.891  0.002
C: 0.825 -0.674 -6.854  0.002
C: 0.770 -1.336 -5.638  0.000
C: -0.419 -2.679 -3.008  0.023
C: -1.719 -2.200 -2.842  -0.018
C: -2.802 -3.056 -2.944  0.012
C: -2.597 -4.405 -3.201  0.001
C: -1.308 -4.890 -3.357  0.002
C: -0.222 -4.030 -3.263  0.005
C: 2.994 -2.292 -1.260  0.015
C: 4.080 -3.019 -0.721  0.042
C: 4.207 -2.623 0.602  0.036
C: 3.201 -1.655 0.841  0.022
C: 2.923 -0.875 2.078  -0.011
P: 1.100 -0.844 2.417  0.324
C: 0.826 -2.202 3.587  0.011
C: 1.635 -3.338 3.569  0.048
C: 1.388 -4.386 4.444  -0.023
C: 0.331 -4.312 5.338  0.025
C: -0.485 -3.188 5.351  -0.012
C: -0.246 -2.141 4.477  0.026
C: 0.880 0.661 3.414  -0.043
C: 0.157 1.729 2.894  0.013
C: 0.072 2.923 3.594  0.002
C: 0.699 3.051 4.826  -0.001
C: 1.411 1.983 5.359  0.002
C: 1.504 0.793 4.653  -0.007
N: 2.464 -1.468 -0.300  0.124
H: 3.203 -1.737 -3.314  -0.005
H: 2.468 -3.310 -3.075  0.001
H: 1.222 1.307 -3.563  0.006
H: 1.333 2.485 -5.739  0.000
H: 1.069 1.214 -7.843  0.000
H: 0.702 -1.229 -7.775  0.000
H: 0.590 -2.404 -5.612  0.003
H: -1.883 -1.153 -2.608  -0.015
H: -3.805 -2.671 -2.810  0.001
H: -3.442 -5.079 -3.270  0.000
H: -1.144 -5.943 -3.547  0.000
H: 0.776 -4.434 -3.372  0.001
H: 4.696 -3.720 -1.261  0.000
H: 4.948 -2.947 1.317  -0.002
H: 3.189 0.174 1.930  0.002
H: 3.489 -1.265 2.924  0.004
H: 2.458 -3.411 2.869  0.023
H: 2.024 -5.262 4.423  -0.001
H: 0.140 -5.130 6.021  0.002
H: -1.315 -3.128 6.044  -0.001
H: -0.893 -1.274 4.476  0.008
H: -0.346 1.626 1.939  0.045
H: -0.484 3.755 3.176  0.000
H: 0.631 3.983 5.372  0.000
H: 1.895 2.078 6.323  0.000
H: 2.058 -0.040 5.072  0.003
Cl: 2.070 7.813 -1.249  0.000
C: 1.837 6.105 -1.038  0.002
C: 2.671 5.410 -0.176  -0.001
C: 2.474 4.051 -0.003  0.006
C: 1.460 3.398 -0.694  0.036
C: 0.637 4.109 -1.558  0.009
C: 0.819 5.471 -1.732  -0.001
C: 1.246 1.942 -0.479  0.056
O: 1.886 1.322 0.397  0.125
O: 0.391 1.323 -1.196  0.054
H: 3.456 5.933 0.352  0.000
H: 3.098 3.484 0.675  0.004
H: -0.149 3.584 -2.083  0.004
H: 0.178 6.042 -2.389  0.000
S: 0.475 -3.992 0.488  0.407
C: -0.129 -2.589 0.140  0.485
C: -4.735 1.322 2.440  0.000
C: -4.155 2.015 1.237  0.000
C: -3.859 3.374 1.296  0.001
C: -3.409 4.051 0.180  0.000
Cl: -3.090 5.760 0.293  0.000
C: -3.233 3.397 -1.028  0.000
C: -3.492 2.039 -1.091  -0.002
C: -3.944 1.355 0.028  0.004
O: -4.246 0.026 -0.140  0.000
C: -3.614 -0.909 0.718  0.027
C: -2.170 -0.589 1.084  -0.012
O: -1.778 -0.774 2.222  0.025
O: -1.439 -0.202 0.080  0.148
H: -5.106 2.058 3.151  0.000
H: -3.990 0.705 2.948  0.000
H: -5.567 0.679 2.152  0.000
H: -4.019 3.914 2.220  0.000
H: -2.900 3.941 -1.901  0.000
H: -3.347 1.485 -2.008  0.001
H: -3.586 -1.848 0.161  -0.025
H: -4.177 -1.059 1.639  0.006



(3)
Computed, not measured: C16H39Br14NOSi2 as an isolated structure, with ωB97M-V with the def2-TZVPD basis set.

Computed properties:
Multiplicity ... 1
Kohn-Sham gap ... 8.995 eV

Last column: Mulliken charge in e.
CARTESIAN COORDINATES (ANGSTROEM)
N: 0.460 1.954 7.080  -0.653
C: -0.004 2.142 5.719  -0.331
C: -0.686 0.975 4.960  0.399
Si: -1.141 -0.597 5.841  0.178
O: -0.561 -1.886 4.986  -0.131
Si: 1.044 -2.135 4.852  0.524
H: 1.154 1.223 7.170  0.258
H: -0.287 1.819 7.749  0.272
H: -0.685 2.992 5.715  0.111
H: 0.862 2.459 5.134  0.117
H: -1.605 1.357 4.509  0.015
H: -0.060 0.686 4.114  0.003
H: -2.605 -0.777 5.947  -0.204
H: -0.595 -0.690 7.217  -0.111
H: 1.781 -1.105 5.631  -0.156
H: 1.437 -2.022 3.433  -0.178
H: 1.379 -3.477 5.370  -0.160
Br: 1.783 2.285 2.507  -0.151
C: 1.422 1.521 0.754  -0.440
C: 0.046 1.907 0.299  -0.394
Br: -1.319 0.924 1.271  -0.137
H: 1.536 0.445 0.845  0.422
H: 2.181 1.910 0.082  0.139
H: -0.094 1.661 -0.751  0.156
H: -0.153 2.962 0.462  0.414
Br: -3.507 2.251 6.529  -0.117
C: -3.882 4.060 5.926  -0.612
C: -4.253 4.108 4.468  -0.595
Br: -2.714 3.872 3.308  -0.126
H: -2.997 4.650 6.140  0.377
H: -4.712 4.407 6.536  0.358
H: -4.665 5.083 4.222  0.368
H: -4.964 3.333 4.202  0.371
Br: 4.607 1.091 -1.499  -0.145
C: 4.110 0.407 -3.249  -0.226
C: 2.730 0.826 -3.673  -0.387
Br: 1.318 -0.145 -2.751  -0.086
H: 4.206 -0.673 -3.194  -0.046
H: 4.846 0.810 -3.940  0.422
H: 2.590 0.600 -4.727  0.373
H: 2.537 1.879 -3.505  0.115
Br: -0.578 -4.524 -3.215  -0.141
C: -0.427 -3.778 -1.424  -0.301
C: -1.751 -3.324 -0.871  -0.537
Br: -2.350 -1.669 -1.684  -0.107
H: 0.288 -2.965 -1.497  -0.079
H: -0.012 -4.575 -0.812  0.384
H: -1.652 -3.114 0.192  0.390
H: -2.541 -4.052 -1.028  0.380
Br: 4.552 -3.740 -5.070  -0.119
C: 5.471 -3.981 -3.375  -0.683
C: 4.551 -4.487 -2.297  -0.557
Br: 3.336 -3.096 -1.697  -0.076
H: 5.899 -3.017 -3.119  0.349
H: 6.267 -4.697 -3.561  0.381
H: 5.126 -4.790 -1.426  0.359
H: 3.933 -5.313 -2.635  0.375
Br: -4.097 -1.429 -5.390  -0.131
C: -3.801 -3.339 -5.217  -0.184
C: -5.055 -4.084 -4.849  -0.574
Br: -5.542 -3.817 -2.985  -0.149
H: -3.023 -3.459 -4.469  -0.097
H: -3.434 -3.671 -6.185  0.371
H: -4.903 -5.154 -4.965  0.350
H: -5.908 -3.767 -5.440  0.378
Br: -0.046 2.500 -5.779  -0.130
C: -0.061 4.337 -5.147  -0.590
C: 1.164 5.105 -5.565  -0.554
Br: 2.738 4.619 -4.532  -0.125
H: -0.170 4.294 -4.068  0.342
H: -0.947 4.788 -5.586  0.366
H: 1.018 6.167 -5.387  0.341
H: 1.413 4.938 -6.607  0.361



(4)
Computed, not measured: C44H52F3N4O2TeY as an isolated structure, with ωB97M-V with the def2-TZVPD basis set.

Computed properties:
Multiplicity ... 2
Total charge ... -1
Energy relative to the best compared isomer or geometry (same formula, charge and spin) ... 31.2 kcal/mol
Kohn-Sham gap (alpha / beta) ... 6.302 / 5.364 eV

Last column: Mulliken spin population.
CARTESIAN COORDINATES (ANGSTROEM)
Y: -0.386 0.192 -0.708  0.048
N: 2.661 0.648 2.984  0.000
C: 1.591 0.516 2.166  0.002
O: 1.666 -0.144 1.139  -0.004
C: 0.312 1.170 2.629  0.001
C: -0.535 1.664 1.450  0.004
H: 3.549 0.251 2.710  0.001
H: 2.620 1.210 3.815  0.000
H: 0.557 1.972 3.347  0.000
H: -0.232 0.392 3.179  0.000
H: -0.192 2.677 1.202  0.000
H: -1.568 1.774 1.796  0.000
C: 2.650 -0.013 -3.964  0.063
C: 1.511 -0.002 -2.943  -0.106
O: 0.459 0.611 -3.254  0.038
N: 1.622 -0.577 -1.784  0.454
Te: 3.382 -1.515 -0.987  0.301
C: 5.325 -2.797 -0.655  0.231
C: 5.625 -3.954 -1.374  -0.102
C: 4.676 -4.453 -2.423  0.039
C: 6.808 -4.646 -1.144  0.003
C: 7.732 -4.197 -0.215  0.001
C: 9.002 -4.950 0.065  0.001
C: 7.464 -3.010 0.452  0.010
C: 6.290 -2.305 0.232  -0.004
C: 6.085 -1.004 0.959  0.009
C: 2.199 -3.251 -0.612  0.029
C: 1.378 -3.826 -1.584  -0.004
C: 1.263 -3.310 -2.983  -0.006
C: 0.642 -4.960 -1.258  -0.004
C: 0.698 -5.554 -0.010  0.000
C: -0.092 -6.799 0.265  0.000
C: 1.506 -4.966 0.951  0.001
C: 2.241 -3.821 0.663  -0.038
C: 3.076 -3.219 1.749  0.054
H: 2.318 0.543 -4.840  -0.002
H: 2.905 -1.029 -4.256  0.003
H: 3.536 0.453 -3.534  -0.002
H: 4.340 -3.615 -3.034  0.001
H: 3.798 -4.903 -1.964  -0.004
H: 5.154 -5.194 -3.060  0.002
H: 7.016 -5.549 -1.705  0.000
H: 9.066 -5.848 -0.547  0.000
H: 9.044 -5.240 1.116  0.000
H: 9.872 -4.326 -0.144  0.000
H: 8.193 -2.632 1.161  0.002
H: 6.882 -0.836 1.682  0.000
H: 5.128 -1.002 1.478  0.002
H: 6.075 -0.175 0.250  0.000
H: 2.138 -2.716 -3.234  0.024
H: 0.377 -2.678 -3.069  0.000
H: 1.162 -4.129 -3.696  0.000
H: 0.014 -5.408 -2.016  0.001
H: -0.184 -7.387 -0.646  0.000
H: -1.096 -6.540 0.601  0.000
H: 0.383 -7.405 1.031  0.000
H: 1.569 -5.400 1.944  0.000
H: 2.815 -3.646 2.716  0.000
H: 2.902 -2.144 1.769  -0.035
H: 4.132 -3.399 1.553  -0.007
C: -2.959 -3.303 -3.606  0.000
C: -2.656 -2.011 -3.997  0.000
C: -2.070 -1.121 -3.110  -0.006
C: -1.733 -1.461 -1.783  0.002
C: -2.070 -2.778 -1.430  -0.002
C: -2.666 -3.676 -2.307  0.000
H: -3.405 -4.005 -4.304  0.000
H: -2.867 -1.687 -5.008  0.000
H: -1.845 -0.122 -3.477  -0.002
H: -1.858 -3.138 -0.425  0.000
H: -2.902 -4.677 -1.967  0.000
C: 2.535 3.899 -3.518  0.000
N: 2.132 4.223 -2.171  0.000
C: 1.971 5.633 -1.912  0.000
C: 1.129 3.339 -1.610  0.004
C: -0.292 3.307 -2.160  0.002
C: -0.753 4.238 -3.082  -0.002
C: -2.088 4.277 -3.449  0.000
C: -2.974 3.374 -2.900  0.000
C: -2.495 2.390 -2.044  0.003
C: -1.160 2.325 -1.649  0.000
H: 3.534 4.308 -3.695  0.000
H: 1.868 4.280 -4.304  0.000
H: 2.578 2.816 -3.612  0.001
H: 2.895 6.143 -2.194  0.000
H: 1.810 5.774 -0.843  0.000
H: 1.143 6.124 -2.446  0.000
H: 1.058 3.586 -0.541  0.000
H: 1.541 2.320 -1.668  -0.006
H: -0.079 4.933 -3.563  0.000
H: -2.430 5.030 -4.148  0.000
H: -4.025 3.405 -3.162  0.000
H: -3.203 1.654 -1.668  0.001
F: -3.954 -4.148 5.321  0.000
C: -2.677 -4.256 4.913  0.000
F: -1.935 -4.018 6.026  0.000
F: -2.487 -5.559 4.639  0.000
C: -2.327 -3.346 3.783  0.000
C: -1.238 -3.626 2.951  0.000
C: -0.910 -2.709 1.972  0.002
N: -1.577 -1.574 1.765  0.000
C: -2.625 -1.326 2.549  0.000
C: -3.036 -2.160 3.570  0.000
H: -0.674 -4.536 3.062  0.000
H: -0.073 -2.885 1.310  -0.003
H: -3.157 -0.407 2.343  0.000
H: -3.879 -1.913 4.193  0.000



| no. | largest force on an atom (eV/A) | E (eV) |
| --- | --- | --- |
| 1 | 5.764 | -10901.4463 |
| 2 | 2.336 | -118006.4920 |
| 3 | 0.658 | -1017115.0390 |
| 4 | 1.642 | -73016.6323 |